No. 1
ORCA calculation (the ωB97M-V functional and the def2-TZVPD basis) on the molecule C6H10ClPS2.

XYZ file:
```
20
Properties=species:S:1:pos:R:3:forces:R:3
C -0.598264 -1.840355 0.829429 0.0090 -0.0099 -0.0899
C 0.427980 -1.273455 0.209483 -0.0315 0.0072 -0.2616
C -1.951373 -1.270945 0.567987 -0.1273 0.1571 0.0053
C -1.833136 -0.319439 -0.630708 0.1094 0.2081 -0.0815
C 1.916976 1.615652 0.975262 -0.5597 -0.1575 -0.0603
C 2.883217 1.618695 -0.182483 0.0760 0.0225 0.2840
P -0.033817 0.105625 -0.897915 -0.1103 -0.5751 0.1937
S 4.136685 -1.216090 0.736491 0.0541 0.0792 0.3291
S 0.141970 1.706300 0.523668 0.0594 0.2834 0.1614
Cl 3.326290 -0.081809 -0.737992 -0.0755 0.4246 -0.5108
H -0.493674 -2.661970 1.523348 0.1024 -0.1169 0.0976
H 1.448193 -1.588068 0.339606 0.1865 -0.1506 0.1262
H -2.677356 -2.063394 0.371098 -0.0466 0.0694 0.0524
H -2.284530 -0.736198 1.462954 -0.0804 -0.0307 -0.0089
H -2.156335 -0.820248 -1.547488 0.0272 0.0813 0.0313
H -2.429360 0.586371 -0.517622 -0.0402 -0.0291 -0.0573
H 2.079594 0.747942 1.620049 0.1517 0.0733 -0.0080
H 2.066652 2.521934 1.568280 0.1062 -0.1577 -0.0298
H 2.465544 2.073120 -1.076946 0.0427 -0.0511 -0.1146
H 3.826689 2.083406 0.087165 0.1468 -0.1273 -0.0583
```
Forces are in eV/Å.

Values from the calculation:
ΔE to the lowest compared entry with this formula, charge and spin = 30.2 kcal/mol
LUMO = 0.3 eV
Frontier orbital gap = 8.59 eV

=====

No. 2
ORCA calculation (the ωB97M-V functional and the def2-TZVPD basis) on the ion C12H18ClN2O2S with charge +1 at a distorted geometry.

XYZ file:
```
36
Properties=species:S:1:pos:R:3:forces:R:3
C 1.665037 -0.751290 1.790035 -0.0399 -0.6031 -0.6720
N 1.052890 -1.918041 1.069642 -0.9084 0.6754 2.9323
C -0.408604 -2.052820 1.254998 -0.0428 -0.4784 -0.0094
C 1.742778 -2.528219 0.079292 4.6318 4.9108 -3.0942
Cl 0.816817 -3.390408 -1.122753 0.1722 -0.3200 0.6199
H 1.004814 -0.503782 2.659844 0.8652 -0.2038 -0.8330
H 2.682079 -1.033256 2.134977 -0.6098 0.1796 0.0247
H 1.781756 0.143185 1.122196 -0.2379 -0.6281 0.3758
H -0.710287 -1.445947 2.139581 0.2447 -0.5984 -0.7854
H -0.983058 -1.723780 0.361966 0.3920 0.0308 0.5053
H -0.666525 -3.107308 1.430239 -0.0412 0.3571 0.0885
H 2.450511 -1.666932 -0.402821 -3.6971 -0.1995 0.1179
C 2.782909 -1.581352 -2.666304 0.1588 -0.0099 -0.4170
S 3.722493 -2.990500 -1.895613 1.0484 1.8730 0.6431
C 5.351368 -2.115267 -1.801908 0.1040 -0.2561 -0.2777
C 3.493504 -3.022512 -0.028295 -1.9889 -3.3459 0.6902
C 3.464004 -4.420058 0.447958 0.8488 -1.6716 0.6521
C 3.592635 -4.735380 1.837530 0.1662 -0.0325 0.0719
C 3.472921 -6.064307 2.276713 -1.1397 -0.0869 -0.3453
C 3.027286 -7.049065 1.368707 1.2991 1.7708 -1.4738
N 2.620602 -8.330991 1.832715 -0.8003 -3.6105 1.4420
O 2.230388 -9.203109 1.012391 0.9404 2.3227 1.5641
O 2.663424 -8.535787 3.070044 -0.0687 0.5689 -2.4826
C 3.044580 -6.783978 -0.018768 -0.7708 -0.0776 0.8053
C 3.243424 -5.474692 -0.448312 -0.2485 -0.1898 -0.2814
H 1.772632 -1.936900 -2.951538 0.8251 0.3128 0.2510
H 2.748532 -0.661388 -2.055971 0.0810 -0.6240 -0.2539
H 3.405076 -1.393420 -3.566192 -0.4797 -0.1473 0.4274
H 6.121961 -2.890598 -1.777644 -0.1096 0.1703 0.0813
H 5.503889 -1.482021 -2.686316 -0.1920 -0.3476 0.2135
H 5.388504 -1.503326 -0.893192 -0.0559 -0.1481 -0.3766
H 4.312410 -2.487169 0.450772 -0.7791 0.7594 0.0398
H 3.735095 -3.962072 2.630721 0.1082 -0.5529 -0.9955
H 3.564677 -6.372521 3.326354 -0.0538 0.4497 -0.4897
H 2.784630 -7.573012 -0.730474 0.1354 0.2865 0.3712
H 3.119077 -5.248112 -1.524583 0.2426 -0.5359 0.8703
```
Forces are in eV/Å.

Values from the calculation:
Net charge = +1
ΔE to the lowest compared entry with this formula, charge and spin = 0.0 kcal/mol
LUMO = -3.6 eV
Frontier orbital gap = 7.65 eV

=====

No. 3
ORCA calculation (the ωB97M-V functional and the def2-TZVPD basis) on the molecule C19H21NO6S2 at a distorted geometry.

XYZ file:
```
49
Properties=species:S:1:pos:R:3:forces:R:3
C -0.345096 5.105665 2.401185 0.0392 -0.0179 0.2490
O -0.589595 5.231586 1.018514 -0.0299 -0.0040 -0.3542
C -0.082511 4.303933 0.173599 0.0429 -0.1426 -0.1646
C 0.657664 3.190016 0.568110 -0.1102 0.1624 0.1833
C 1.112602 2.296985 -0.388213 0.1157 -0.0269 -0.0009
C 0.834784 2.518584 -1.718895 0.3600 -0.6039 -0.4300
S 1.314782 1.291008 -2.908304 0.3929 0.2393 0.3400
O 1.486832 1.863583 -4.199587 -0.4645 0.0382 0.0218
O 2.358398 0.479809 -2.355017 -0.2908 0.1056 0.0858
O -0.041459 0.394911 -2.990334 0.4181 0.4409 -0.5897
C -0.291184 -0.368172 -1.875866 -0.2638 -0.4242 0.9349
C 0.354183 -1.576986 -1.694354 -0.1700 0.1888 -0.1182
C 0.134643 -2.323654 -0.550015 -0.1343 0.0551 0.1305
C -0.734808 -1.853286 0.428318 0.2947 0.2772 -0.5467
C -1.036300 -2.643128 1.634862 -0.3917 -0.3046 0.5173
S -2.621374 -2.994321 1.944820 -0.4830 -0.0291 -0.0369
N -0.037335 -3.058701 2.424822 -0.0141 0.1507 -0.3393
C -0.250415 -3.962097 3.534414 0.0250 -0.5803 0.2389
C 0.673858 -5.172406 3.366424 -0.2993 0.1545 0.1086
O 2.023832 -4.775834 3.276737 0.1764 -0.0669 0.0902
C 2.226745 -3.907982 2.188790 -0.0073 0.3691 -0.0858
C 1.347619 -2.655602 2.314656 0.6022 -0.1307 -0.0764
C -1.412219 -0.651645 0.231139 0.0467 0.1144 0.0576
C -1.197455 0.107489 -0.908636 0.0790 0.0724 -0.3201
O -1.793011 1.297021 -1.176215 0.2231 -0.3932 -0.1796
C -2.749491 1.787061 -0.265509 -0.1792 0.0810 0.1769
C 0.105862 3.618781 -2.129692 -0.0824 0.2033 0.0312
C -0.348633 4.513112 -1.185802 0.0133 -0.0192 0.0948
H 0.725681 5.133208 2.623389 -0.0361 -0.0159 -0.0206
H -0.830751 5.963377 2.863146 0.0534 -0.0833 0.0079
H -0.778940 4.185420 2.804422 0.0274 0.0193 -0.0291
H 0.880046 3.008009 1.607479 0.0159 0.0131 0.0873
H 1.689143 1.427368 -0.114061 0.0541 -0.0677 0.1223
H 1.038263 -1.913929 -2.455680 0.0697 -0.0328 -0.0945
H 0.621931 -3.279122 -0.433248 0.0722 -0.0920 0.0344
H -1.296357 -4.270888 3.545299 0.1803 0.0644 0.0495
H -0.012033 -3.446381 4.471244 -0.0426 -0.0014 -0.0450
H 0.604563 -5.830138 4.233382 -0.0746 0.0196 -0.0697
H 0.383140 -5.728846 2.462633 0.0029 0.0220 0.0729
H 3.283152 -3.636612 2.202276 -0.0638 0.0188 -0.0719
H 1.997122 -4.425706 1.244907 0.0282 0.0476 0.0398
H 1.493270 -1.993418 1.462738 0.0066 -0.0494 0.1382
H 1.624811 -2.128116 3.236593 0.0025 0.0000 -0.1016
H -2.106619 -0.330501 0.991037 -0.0775 0.0385 0.0075
H -2.303145 1.983373 0.714461 -0.0050 -0.0145 -0.0194
H -3.588043 1.093793 -0.153096 0.0335 0.0127 0.0024
H -3.104392 2.723186 -0.692342 -0.0027 -0.0407 0.0650
H -0.088719 3.750318 -3.181232 -0.0994 0.1286 -0.1303
H -0.919526 5.384413 -1.463960 -0.0536 0.1038 -0.0632
```
Forces are in eV/Å.

Values from the calculation:
ΔE to the lowest compared entry with this formula, charge and spin = 27.2 kcal/mol
LUMO = 0.2 eV
Structure (SMILES) = COc1ccc(S(=O)(=O)Oc2ccc(C(=S)N3CCOCC3)cc2OC)cc1
Frontier orbital gap = 8.42 eV

=====

No. 4
ORCA calculation (the ωB97M-V functional and the def2-TZVPD basis) on a cluster of 2 separate species, CH3N3S in total at a distorted geometry.

XYZ file:
```
8
Properties=species:S:1:pos:R:3:forces:R:3
H -1.761913 1.275133 1.730305 2.5536 -0.7717 -0.4238
N -0.664479 1.223137 1.496036 -0.9330 0.0816 0.2225
N -0.222443 0.077168 1.595276 0.0633 -0.3256 0.1946
H 0.839660 -0.000342 1.343771 -2.0770 0.9329 0.5316
N 0.069271 -1.145841 -2.080275 1.4310 0.8799 -0.2404
C 0.782250 -0.389627 -1.486243 -0.8116 -1.0284 -0.0298
S 1.776889 0.490155 -0.674662 0.8303 0.6134 -0.4377
H -0.819236 -1.529782 -1.924207 -1.0567 -0.3820 0.1829
```
Forces are in eV/Å.

Values from the calculation:
ΔE to the lowest compared entry with this formula, charge and spin = 14.0 kcal/mol
LUMO = 0.7 eV
Structure (SMILES) = [H]/N=N/[H].N=C=S
Frontier orbital gap = 9.55 eV

=====

The highest LUMO belongs to which entry?
CH3N3S

=====

Which of these has the highest LUMO?
CH3N3S